DFT (the ωB97M-V functional and the def2-TZVPD basis) results for a structure of composition C21H21N2O4PSe2Ti.

```
52
Properties=species:S:1:pos:R:3:forces:R:3:nbo_charge:R:1
Ti -1.799633 -0.341302 -0.985726 0.15 0.08 -0.02 1.453
C -4.510327 -3.973015 -1.683669 0.00 -0.02 0.01 -0.258
O -4.335361 -2.710415 -2.371770 0.00 0.03 -0.01 -0.461
C -3.410821 -1.915558 -1.913550 -0.04 -0.02 0.00 0.901
O -2.671302 -2.214545 -0.914606 -0.04 0.00 -0.01 -0.673
N -3.157530 -0.731583 -2.437766 0.02 -0.01 -0.01 -0.833
N -1.243818 1.176428 -1.985352 -0.06 -0.07 0.02 -1.047
H -5.318786 -4.468083 -2.208384 0.00 0.00 0.00 0.215
H -4.775211 -3.794371 -0.645105 0.00 0.00 0.00 0.205
H -3.596288 -4.557569 -1.743859 0.00 0.01 0.00 0.204
H -3.745996 -0.383304 -3.178128 -0.01 0.00 0.00 0.414
H -0.902673 2.003280 -1.505473 -0.01 0.00 0.02 0.403
H -1.615586 1.417390 -2.894730 0.04 0.02 -0.01 0.402
Se 0.241181 -1.846238 -1.273647 0.02 0.01 0.00 -0.232
P 1.724780 -0.281398 -1.601614 0.03 0.00 0.06 0.988
Se 1.262884 0.993075 -3.329260 -0.02 -0.01 -0.01 0.054
C 3.294243 -1.028473 -2.050305 -0.03 -0.02 0.00 -0.348
C 4.487264 -0.510512 -1.550393 -0.01 0.00 0.01 -0.203
C 5.690534 -1.075928 -1.942023 0.01 0.01 0.01 -0.201
C 5.700825 -2.145711 -2.825399 -0.01 0.00 -0.01 -0.161
C 4.510017 -2.656899 -3.327656 0.01 0.01 0.01 -0.199
C 3.303106 -2.099746 -2.944395 0.01 -0.01 -0.02 -0.200
C 1.965246 0.694837 -0.105663 -0.01 0.04 -0.06 -0.345
C 1.970601 2.084738 -0.134535 0.01 -0.02 -0.01 -0.209
C 2.173094 2.795466 1.040588 -0.01 -0.01 -0.01 -0.207
C 2.381609 2.117127 2.231600 0.01 0.02 0.01 -0.182
C 2.383089 0.727064 2.258348 -0.02 -0.01 0.01 -0.195
C 2.165666 0.012071 1.093887 -0.01 -0.01 -0.03 -0.202
H 4.474751 0.320380 -0.856782 0.02 0.00 0.00 0.230
H 6.619574 -0.681648 -1.553519 0.00 0.00 0.00 0.232
H 6.642131 -2.586408 -3.125482 0.00 0.00 0.00 0.231
H 4.523449 -3.491177 -4.015491 0.00 0.00 0.00 0.232
H 2.372556 -2.495516 -3.332543 0.00 0.00 0.01 0.235
H 1.826618 2.607718 -1.071082 0.00 0.02 0.01 0.233
H 2.176996 3.876898 1.020245 0.00 0.00 0.00 0.231
H 2.548336 2.673676 3.144816 0.00 -0.01 0.00 0.229
H 2.548805 0.202029 3.189554 0.00 -0.01 0.00 0.231
H 2.145986 -1.070695 1.113287 0.00 0.00 0.02 0.236
O -3.197819 0.333056 0.326777 0.08 -0.08 0.01 -0.638
C -2.275394 0.689264 1.132208 -0.04 0.09 0.12 0.792
O -1.075997 0.475792 0.724130 -0.10 -0.02 -0.08 -0.662
C -2.555950 1.303912 2.426159 -0.01 0.02 -0.02 -0.148
C -1.497688 1.707668 3.238083 -0.01 -0.01 -0.02 -0.169
C -1.768741 2.296289 4.459921 0.03 0.00 0.00 -0.206
C -3.086145 2.479245 4.862664 -0.01 0.00 0.00 -0.155
C -4.140249 2.077953 4.050368 0.02 0.01 0.01 -0.217
C -3.878024 1.489330 2.826585 0.00 -0.02 -0.01 -0.147
H -0.481660 1.555803 2.898134 0.01 0.00 0.01 0.235
H -0.957673 2.614099 5.100986 0.00 0.00 0.00 0.224
H -3.293414 2.940343 5.819440 0.00 0.00 0.00 0.228
H -5.161057 2.226394 4.374106 0.00 0.00 0.00 0.230
H -4.680196 1.168769 2.176021 -0.01 0.00 0.00 0.236
```
Forces are in eV/Å.

The multiplicity is 2. Its expectation value of S² is 0.755. For the LUMO energy (alpha / beta), the calculation gives -0.126 / -0.191 hartree. Its highest occupied orbital energy (alpha / beta) is -11.84 / -11.73 eV. Its total charge is +1. The calculation puts the frontier orbital gap (alpha / beta) at 8.43 / 6.52 eV. The value obtained for the relative energy (zero: lowest compared OMol25 entry of this formula, charge and spin) is 0.0 kJ/mol.